# 1
A 6-piece molecular cluster, H12O5S overall. Source: the Open Molecules 2025 dataset; level of theory: ωB97M-V/def2-TZVPD.

CARTESIAN COORDINATES (ANGSTROEM)
O  -2.0730  -1.4196  -0.6806
H  -2.0288  -2.3770  -0.7500
H  -2.3502  -1.2027  0.2202
O  1.9396  -2.0186  0.0817
H  1.3679  -1.7060  0.7923
H  2.0952  -1.2188  -0.4488
O  -2.3310  0.6991  1.1922
H  -2.8522  1.4088  0.7983
H  -1.4364  1.0531  1.2521
O  1.9857  0.6143  -0.9912
H  2.3461  0.9549  -1.8154
H  1.1018  1.0026  -0.9266
O  -0.9459  0.8249  -1.6809
H  -1.6106  0.3197  -1.1808
H  -0.6248  0.1924  -2.3340
S  1.4178  0.6776  2.5896
H  1.4075  1.8044  1.8636
H  2.5914  0.3909  2.0182

## Properties
Energy above the lowest of the compared OMol25 structures with the same formula, charge and spin = 6.65 kcal per mole
E_HOMO = -10.01 eV
LUMO = 0.349 eV
Total charge = 0
SMILES string = O.O.O.O.O.S
Gap between HOMO and LUMO = 10.36 eV

Calculated atomic charges, method natural (NBO), unit e:
1 O -0.98
2 H 0.49
3 H 0.50
4 O -0.97
5 H 0.46
6 H 0.49
7 O -0.96
8 H 0.48
9 H 0.48
10 O -0.97
11 H 0.48
12 H 0.50
13 O -0.99
14 H 0.50
15 H 0.48
16 S -0.31
17 H 0.14
18 H 0.17



# 2
C25H21Cl2F6N2O7PPdS2 as an isolated structure. Source: the Open Molecules 2025 dataset; level of theory: ωB97M-V/def2-TZVPD.

CARTESIAN COORDINATES (ANGSTROEM)
Pd  1.8402  0.0538  0.0812
O  0.0105  -1.8184  -4.5026
C  -0.2065  -1.2472  -3.5178
O  0.4789  0.0181  -1.4748
C  -3.6938  -0.2139  -1.7310
P  -2.2849  -0.5171  -0.7103
C  -1.9856  -2.3498  -0.9498
C  -0.8250  -2.9199  -0.4202
C  -0.4414  -4.2099  -0.7546
C  -1.2208  -4.9684  -1.6179
C  -2.3886  -4.4282  -2.1358
C  -2.7605  -3.1284  -1.8130
C  -2.4957  -0.6313  1.1101
C  -3.8054  -0.6295  1.5969
C  -4.0496  -0.6555  2.9608
C  -2.9889  -0.6682  3.8584
C  -1.6881  -0.6799  3.3777
C  -1.4400  -0.6734  2.0118
H  -3.3904  -0.5747  -2.7502
H  -2.0853  -0.3566  -2.9923
H  -0.1965  -2.3497  0.2547
H  0.4806  -4.6120  -0.3529
H  -0.9122  -5.9703  -1.8929
H  -3.0025  -5.0102  -2.8144
H  -3.6685  -2.7039  -2.2219
H  -4.6250  -0.5914  0.8898
H  -5.0712  -0.6418  3.3240
H  -3.1763  -0.6548  4.9261
H  -0.8498  -0.6787  4.0640
H  -0.4132  -0.6641  1.6594
F  3.3496  1.3294  -2.2819
C  4.5327  0.7627  -2.4646
F  5.4806  1.6087  -2.0370
F  4.7131  0.5927  -3.7876
S  4.7025  -0.8796  -1.6188
O  3.4758  -1.5695  -1.8933
O  5.9157  -1.3943  -2.1972
N  4.9971  -0.5444  -0.1219
S  4.1292  0.1091  1.0204
O  3.8332  1.5258  0.8881
O  3.2642  -0.7638  1.8056
C  5.5878  0.1946  2.1723
F  6.5767  0.9636  1.6948
F  5.2191  0.7220  3.3585
F  6.1080  -1.0154  2.4310
C  0.8867  3.7657  2.2505
C  1.3802  2.4032  2.6809
C  2.4524  2.3428  3.7392
O  0.9037  1.4040  2.2018
H  1.3275  4.5754  2.8330
H  -0.2013  3.7868  2.3197
H  1.1254  3.8865  1.1920
H  2.0623  2.7708  4.6681
H  3.3185  2.9291  3.4275
H  2.7536  1.3105  3.8968
Cl  -0.7386  -0.0681  -2.3871
C  -1.2181  1.3661  -2.8293
C  -2.2388  2.0520  -3.5594
C  -3.4645  2.0467  -2.9756
C  -3.7395  1.3539  -1.6670
C  -2.7405  1.6757  -0.5190
Cl  -3.5648  2.4733  0.9029
C  -1.6247  2.5547  -0.7552
N  -0.7114  3.2651  -0.7386
H  -2.0118  2.6553  -4.4311
H  -4.2668  2.6485  -3.4037
H  -4.7196  1.6354  -1.2772

## Properties
Energy above the lowest of the compared OMol25 structures with the same formula, charge and spin = 309.65 kcal per mole
E_HOMO (alpha / beta) = -1.44 / -1.40 eV
LUMO (alpha / beta) = 4.209 / 3.928 eV
Total charge = -2
Gap between HOMO and LUMO (alpha / beta) = 5.65 / 5.33 eV

Calculated atomic charges, method natural (NBO), unit e:
1 Pd 0.20
2 O -0.46
3 C 0.35
4 O -0.89
5 C -0.79
6 P 1.16
7 C -0.39
8 C -0.13
9 C -0.23
10 C -0.23
11 C -0.23
12 C -0.21
13 C -0.35
14 C -0.20
15 C -0.23
16 C -0.24
17 C -0.22
18 C -0.14
19 H 0.19
20 H 0.11
21 H 0.22
22 H 0.21
23 H 0.20
24 H 0.19
25 H 0.22
26 H 0.22
27 H 0.19
28 H 0.19
29 H 0.21
30 H 0.23
31 F -0.30
32 C 0.71
33 F -0.33
34 F -0.33
35 S 2.28
36 O -0.93
37 O -0.96
38 N -1.25
39 S 2.19
40 O -0.95
41 O -0.94
42 C 0.69
43 F -0.33
44 F -0.34
45 F -0.33
46 C -0.73
47 C 0.61
48 C -0.72
49 O -0.55
50 H 0.19
51 H 0.24
52 H 0.27
53 H 0.20
54 H 0.23
55 H 0.24
56 Cl 1.15
57 C -0.44
58 C -0.31
59 C -0.13
60 C -0.35
61 C -0.38
62 Cl -0.11
63 C 0.26
64 N -0.37
65 H 0.21
66 H 0.18
67 H 0.22



# 3
A 4-piece molecular cluster, H8O4 overall. Source: the Open Molecules 2025 dataset; level of theory: ωB97M-V/def2-TZVPD.

CARTESIAN COORDINATES (ANGSTROEM)
O  0.0556  0.1304  1.5949
H  -0.1165  -0.8891  1.5960
H  0.9742  0.1014  1.3727
O  4.6167  -1.7014  -0.6480
H  4.9327  -1.2434  0.1457
H  3.7592  -2.1473  -0.3707
O  -4.3326  -2.2502  -0.5129
H  -3.4916  -2.0781  -0.7817
H  -4.6553  -1.4979  -0.0031
O  -0.4314  3.8117  -0.4375
H  -0.5659  3.1891  -1.1186
H  -0.1031  4.6413  -0.8130

## Properties
Energy above the lowest of the compared OMol25 structures with the same formula, charge and spin = 36.64 kcal per mole
E_HOMO = -11.55 eV
LUMO = 0.145 eV
Total charge = 0
SMILES string = O.O.O.O
Gap between HOMO and LUMO = 11.70 eV

Calculated atomic charges, method natural (NBO), unit e:
1 O -0.92
2 H 0.46
3 H 0.46
4 O -0.94
5 H 0.47
6 H 0.47
7 O -0.93
8 H 0.46
9 H 0.47
10 O -0.94
11 H 0.47
12 H 0.47



# 4
One molecule with the formula C11H15NOS. Source: the Open Molecules 2025 dataset; level of theory: ωB97M-V/def2-TZVPD.

CARTESIAN COORDINATES (ANGSTROEM)
C  2.3815  -2.4157  0.5984
C  2.3738  -1.1413  -0.2348
C  1.2020  -0.2366  0.1420
C  1.2148  1.0484  -0.6782
N  2.3824  1.8286  -0.2816
O  2.9540  2.4466  -1.1546
C  0.0753  2.0244  -0.3167
S  0.6596  2.8450  1.2315
C  -1.2746  1.3883  -0.1988
C  -2.0795  1.3110  -1.3305
C  -3.3256  0.7152  -1.2625
C  -3.7806  0.1906  -0.0643
C  -2.9842  0.2652  1.0656
C  -1.7366  0.8592  0.9993
H  2.4655  -2.1770  1.6558
H  3.2213  -3.0477  0.3209
H  1.4625  -2.9774  0.4450
H  2.3089  -1.3985  -1.2951
H  3.3073  -0.5955  -0.0798
H  0.2586  -0.7626  -0.0209
H  1.2765  0.0299  1.1978
H  1.1922  0.8408  -1.7575
H  0.0629  2.8055  -1.0840
H  -0.3893  3.6743  1.3182
H  -1.7278  1.7220  -2.2662
H  -3.9434  0.6638  -2.1466
H  -4.7544  -0.2726  -0.0118
H  -3.3340  -0.1401  2.0032
H  -1.1192  0.9236  1.8827

## Properties
Energy above the lowest of the compared OMol25 structures with the same formula, charge and spin = 73.79 kcal per mole
E_HOMO (alpha / beta) = -8.83 / -8.83 eV
LUMO (alpha / beta) = -0.012 / -0.013 eV
Total charge = 0
SMILES string = CCC[C@H](N=O)[C@H](S)c1ccccc1
Gap between HOMO and LUMO (alpha / beta) = 8.82 / 8.82 eV

Calculated atomic charges, method natural (NBO), unit e:
1 C -0.60
2 C -0.39
3 C -0.41
4 C -0.16
5 N 0.14
6 O -0.28
7 C -0.32
8 S -0.01
9 C -0.07
10 C -0.20
11 C -0.21
12 C -0.22
13 C -0.21
14 C -0.16
15 H 0.20
16 H 0.21
17 H 0.20
18 H 0.20
19 H 0.20
20 H 0.22
21 H 0.22
22 H 0.21
23 H 0.23
24 H 0.12
25 H 0.21
26 H 0.22
27 H 0.21
28 H 0.21
29 H 0.22



# 5
A 2-piece molecular cluster, C7H11NO3S overall. Source: the Open Molecules 2025 dataset; level of theory: ωB97M-V/def2-TZVPD.

CARTESIAN COORDINATES (ANGSTROEM)
C  -3.7323  -1.1288  -2.5202
C  -3.2285  -0.5369  -1.4506
C  -1.9828  -0.7190  -0.6662
N  -1.4701  -2.1233  -0.7961
O  -0.4279  -2.3318  -1.8639
C  -0.2252  -2.4379  -0.5246
O  0.5226  -2.7912  0.3410
H  -4.6097  -0.7692  -2.9924
H  -3.1642  -1.9319  -2.8222
H  -3.8990  0.1300  -0.9708
H  -2.0524  -0.7318  0.3883
H  -1.2157  -0.0911  -0.9990
C  2.5668  2.7164  0.1599
C  2.1595  1.5902  1.0470
C  2.9941  1.1912  2.0442
S  2.4582  0.0263  3.3262
O  0.9578  -0.4201  2.9697
H  1.9208  2.5671  -0.7409
H  2.2623  3.6015  0.5428
H  3.6239  2.8617  -0.1276
H  1.3456  1.0538  0.8057
H  4.0277  1.6169  2.1904
H  1.1684  -1.3420  2.6593

## Properties
Energy above the lowest of the compared OMol25 structures with the same formula, charge and spin = 161.73 kcal per mole
E_HOMO = -8.00 eV
LUMO = 0.550 eV
Total charge = 0
SMILES string = C=CCN1OC1=O.C/C=C/SO
Gap between HOMO and LUMO = 8.55 eV

Calculated atomic charges, method natural (NBO), unit e:
1 C -0.36
2 C -0.20
3 C -0.27
4 N -0.18
5 O -0.37
6 C 0.87
7 O -0.54
8 H 0.21
9 H 0.20
10 H 0.20
11 H 0.23
12 H 0.21
13 C -0.63
14 C -0.23
15 C -0.38
16 S 0.52
17 O -0.84
18 H 0.20
19 H 0.21
20 H 0.22
21 H 0.19
22 H 0.23
23 H 0.50



# 6
An isolated ion of composition C3H5O5P and charge -2. Source: the Open Molecules 2025 dataset; level of theory: ωB97M-V/def2-TZVPD.

CARTESIAN COORDINATES (ANGSTROEM)
C  1.3514  1.1659  0.4782
P  1.0590  -0.6431  0.0923
O  2.0542  -1.0849  -0.9393
O  1.0155  -1.4131  1.3746
C  -0.6170  -0.4571  -0.7035
O  -1.2629  -2.0232  -0.6134
C  -1.6816  0.4984  -0.0952
O  -2.4560  0.0350  0.7579
O  -1.6687  1.6545  -0.5616
H  2.2802  1.2680  1.0406
H  1.4224  1.7363  -0.4453
H  0.5231  1.5446  1.0717
H  -0.5038  -0.3040  -1.7749
H  -1.5158  -1.9775  0.3180

## Properties
Energy above the lowest of the compared OMol25 structures with the same formula, charge and spin = 16.89 kcal per mole
E_HOMO = -0.92 eV
LUMO = 6.937 eV
Total charge = -2
SMILES string = C[P@@](=O)([O-])[C@@H](O)C(=O)[O-]
Gap between HOMO and LUMO = 7.86 eV

Calculated atomic charges, method natural (NBO), unit e:
1 C -1.03
2 P 2.17
3 O -1.21
4 O -1.19
5 C -0.38
6 O -0.82
7 C 0.73
8 O -0.79
9 O -0.80
10 H 0.19
11 H 0.21
12 H 0.23
13 H 0.20
14 H 0.48



Maximum force across the listed records, respectively: 0.51, 4.70, 4.19, 2.13, 5.99, 3.75 eV/Å.
DFT total energy across the listed records, respectively: -781.5756, -4385.9576, -305.7208, -956.2496, -951.7755, -834.9401 hartree.